Run one
DFT (ωB97M-V with the def2-TZVPD basis set) results for a 3-piece molecular cluster, C4H12O3 overall.

As for the total charge: +1. For the HOMO energy (spin up / spin down), the calculation gives -0.511 / -0.511 hartree. The spin multiplicity is 2.

Atoms and positions in Å:
C -2.06462 -0.04825 -2.71512
C 1.10367 1.27411 -0.67142
O 1.35443 1.01230 0.72697
C -0.26621 0.50995 -1.10187
C -1.27345 0.90991 -1.92176
H -2.29229 -1.06996 -2.19777
H -1.61169 -0.14759 -3.66644
H -3.04541 0.28638 -3.07895
H 2.06763 0.84751 -1.13344
H 1.13282 2.39809 -0.81777
H 1.68084 0.09622 0.79822
H -0.38566 -0.36968 -0.47228
H -1.06332 1.67292 -2.65078
H -1.08645 -1.21783 1.36810
H -0.83254 -2.16387 0.08372
O -0.43925 -1.91841 1.00499
H 0.81207 -1.44959 3.01493
H 0.84244 -0.27326 4.08952
O 1.43297 -0.90434 3.65854

Atomic partial charges in e from the natural (NBO) method, atoms 1 to 8: C -0.703; C -0.158; O -0.644; C 0.101; C 0.063; H 0.243; H 0.302; H 0.312

---

Run two
DFT (ωB97M-V with the def2-TZVPD basis set) results for a 3-piece molecular cluster, C4H12O3 overall.

As for the total charge: +1. For the HOMO energy (spin up / spin down), the calculation gives -0.500 / -0.500 hartree. The spin multiplicity is 2.

Atoms and positions in Å:
O 0.43071 0.90542 -2.01157
C -0.06772 1.14570 -0.95358
C -1.36876 0.51140 -0.47956
C -1.54198 -0.57596 0.59863
C -1.39851 -2.01968 0.16106
H 0.41045 1.73435 -0.15256
H -1.97683 1.40788 -0.32531
H -1.84848 0.08597 -1.33602
H -0.93296 -0.37554 1.48652
H -2.50218 -0.41927 1.14301
H -0.44782 -2.43344 0.54128
H -1.33874 -2.18559 -0.93811
H -2.13686 -2.70113 0.61213
H 3.04812 3.12310 5.55340
H 4.19064 3.56337 4.55108
O 3.27850 3.69931 4.81959
H 0.99264 -1.68191 -3.78058
H 2.08769 -1.89781 -4.76285
O 1.12211 -1.88618 -4.72656

Atomic partial charges in e from the natural (NBO) method, atoms 1 to 8: O -0.049; C 0.464; C -0.470; C -0.418; C -0.640; H 0.299; H 0.298; H 0.267

---

Most stable: run two

---

Run one
DFT (ωB97M-V with the def2-TZVPD basis set) results for C7H22CdN4O7 as an isolated structure.

For the HOMO energy (spin up / spin down), the calculation gives -0.242 / -0.242 hartree. The spin multiplicity is 1.

Atoms and positions in Å:
O 3.97548 1.42206 -4.18074
H 4.30654 1.79123 -3.34206
Cd 0.62831 -0.02016 0.17318
N -1.55717 -0.20713 -0.65227
N 0.52384 -0.91800 -2.02263
O -2.65607 -0.06081 0.17825
O 1.58758 -1.13452 -2.66643
C -1.81897 -0.73382 -1.85267
C -0.68044 -1.12280 -2.62908
C -3.20463 -1.03034 -2.32495
C -0.74764 -1.69421 -4.00256
H -3.94368 -0.40287 -1.81219
H -3.45039 -2.08523 -2.12625
H -3.29465 -0.86950 -3.40505
H 0.09983 -2.37031 -4.17444
H -0.70548 -0.89293 -4.75996
H -1.68469 -2.24413 -4.14603
H -3.01268 0.86236 -0.00925
H 3.03224 1.25737 -4.00811
O 0.40172 -2.42640 0.90643
H 0.29619 -3.07983 0.19731
H 1.31689 -2.54150 1.25119
C 1.14340 1.90009 -0.08760
H 2.23921 2.01229 -0.12138
H 0.76837 2.24743 -1.06308
H 0.74612 2.54355 0.70594
O -3.83178 2.25536 -0.12713
H -3.56858 3.00720 -0.68598
H -3.95108 2.64359 0.75915
C 2.63623 0.35376 5.20989
O 2.97810 -0.17159 3.89963
C 2.01768 -0.20176 2.98579
O 2.22975 -0.60359 1.81512
N 0.79791 0.19767 3.40733
N -0.28564 0.14144 2.48248
H 2.30829 1.40332 5.16684
H 3.57345 0.30106 5.76014
H 1.88782 -0.26671 5.72449
H 0.63126 0.54289 4.34657
H -0.80840 -0.73289 2.60216
H -0.92422 0.92835 2.62796

Atomic partial charges in e from the natural (NBO) method, atoms 1 to 8: O -0.946; H 0.466; Cd 1.593; N -0.355; N -0.095; O -0.649; O -0.531; C 0.266

---

Run two
DFT (ωB97M-V with the def2-TZVPD basis set) results for C7H22CdN4O7 as an isolated structure.

For the HOMO energy, the calculation gives -0.241 hartree. The spin multiplicity is 1.

Atoms and positions in Å:
O -2.99957 2.48383 4.15150
H -2.58359 1.59775 4.45188
Cd 0.05353 -0.30236 0.49138
N -0.07226 0.95234 -1.31664
N 0.00544 2.14031 0.91697
O 0.05757 0.27994 -2.53166
O 0.36234 2.59379 2.03412
C 0.07062 2.27998 -1.37978
C 0.12734 2.96887 -0.13421
C 0.22441 3.00107 -2.66718
C 0.20087 4.45605 -0.00802
H -0.15834 2.40379 -3.49625
H 1.27572 3.18686 -2.91731
H -0.29448 3.96130 -2.68280
H 0.82772 4.80085 0.83016
H -0.78576 4.95502 0.03736
H 0.65157 4.91666 -0.89802
H -0.84496 0.22890 -2.98108
H -2.61889 2.32090 3.18584
O 2.52595 -0.14565 0.37157
H 2.85230 0.77461 0.38888
H 2.56867 -0.45753 1.30718
C -1.84907 -0.68963 1.05169
H -1.61177 -0.60278 2.14718
H -2.31165 0.29572 0.89949
H -2.28213 -1.65071 0.53946
O -2.09138 -0.04622 -4.03517
H -2.95776 0.20747 -3.66804
H -2.17230 -1.00691 -4.17262
C 1.44934 -5.35555 1.77380
O 1.51959 -4.04255 2.39349
C 1.21527 -3.01666 1.60504
O 1.24501 -1.83264 2.00546
N 0.83082 -3.36157 0.34841
N 0.67720 -2.29738 -0.59922
H 0.44678 -5.55559 1.36831
H 1.65959 -6.04887 2.58473
H 2.21216 -5.46975 0.98866
H 0.98422 -4.29971 -0.00888
H 1.57617 -2.07098 -1.04090
H 0.01369 -2.55295 -1.33475

Atomic partial charges in e from the natural (NBO) method, atoms 1 to 8: O -0.935; H 0.462; Cd 1.597; N -0.391; N -0.070; O -0.654; O -0.522; C 0.267

---

Most stable: run one

---

Run one
DFT (ωB97M-V with the def2-TZVPD basis set) results for a 6-piece molecular cluster, C36H80Br2N4 overall.

As for the total charge: +2. For the HOMO energy, the calculation gives -0.345 hartree. The spin multiplicity is 1.

Atoms and positions in Å:
C 2.96439 4.13062 5.16308
C 2.47450 2.89867 4.36125
C 2.88223 2.69287 2.92894
C 2.39252 3.75962 2.00627
N 2.61932 3.48197 0.50805
C 1.94091 2.17900 0.04821
C 1.42871 2.23884 -1.41788
C 1.33129 3.75847 -1.70981
C 1.78802 4.44069 -0.43282
C 4.10050 3.70115 0.10954
H 4.03649 4.02442 5.32872
H 2.41524 4.21972 6.10042
H 2.78496 5.04326 4.59475
H 1.40049 2.76058 4.48589
H 2.85334 2.04984 4.93053
H 2.35711 1.78368 2.63614
H 3.96061 2.56089 2.84072
H 2.95865 4.66991 2.20367
H 1.35170 4.00872 2.21299
H 2.66595 1.39081 0.25111
H 1.12090 2.00169 0.74408
H 2.07917 1.77899 -2.16188
H 0.48919 1.71224 -1.58548
H 1.96368 4.08292 -2.53620
H 0.30620 3.89098 -2.05580
H 2.37329 5.33474 -0.64784
H 0.93356 4.78451 0.15010
H 4.62337 2.86477 0.57343
H 4.51773 4.67295 0.37343
H 4.01415 3.51611 -0.96117
C -0.69801 -6.72415 3.54253
C 0.05342 -6.13486 2.34544
C 0.41841 -4.62585 2.50422
C -0.84175 -3.78199 2.53173
N -0.66503 -2.27009 2.74465
C 0.45355 -1.74640 1.83229
C 1.60767 -1.39435 2.80708
C 0.87429 -0.87291 4.05931
C -0.21839 -1.92460 4.18829
C -1.98891 -1.58323 2.31991
H -1.54507 -7.34725 3.25558
H -1.04991 -6.00167 4.27893
H -0.03469 -7.38046 4.10589
H -0.64842 -6.36964 1.54519
H 0.90461 -6.74482 2.04294
H 1.03866 -4.49775 1.61709
H 1.00777 -4.44715 3.40356
H -1.58703 -4.08511 3.26710
H -1.33112 -3.88062 1.56276
H 0.11881 -0.94280 1.17633
H 0.73168 -2.47116 1.06712
H 2.16195 -0.66114 2.22119
H 2.30324 -2.19807 3.04857
H 0.40858 0.09382 3.86786
H 1.47663 -0.86373 4.96773
H -1.08496 -1.62586 4.77811
H 0.24248 -2.85356 4.52405
H -2.20142 -1.78447 1.26995
H -1.76493 -0.52204 2.42855
H -2.81970 -1.73392 3.00925
C -7.59327 5.53926 -3.93529
C -6.13119 5.30325 -3.35236
C -5.84325 4.09479 -2.37730
C -4.36674 3.75436 -2.17248
N -4.13615 2.53901 -1.11211
C -2.64426 2.10956 -1.08368
C -2.59675 0.63264 -0.93438
C -4.10096 0.23070 -0.91912
C -4.87608 1.29783 -1.62360
C -4.66658 2.89808 0.29563
H -7.51611 6.34864 -4.66126
H -8.33375 5.83484 -3.19204
H -8.11395 4.73600 -4.45660
H -5.74277 6.20389 -2.87689
H -5.45968 5.12827 -4.19294
H -6.35505 3.21858 -2.77535
H -6.27164 4.37303 -1.41442
H -3.63954 4.44731 -1.74927
H -3.93301 3.48149 -3.13452
H -2.02860 2.70336 -0.40806
H -2.30147 2.36767 -2.08566
H -1.92072 0.18215 -0.20764
H -2.25069 0.22025 -1.88216
H -4.50372 0.04552 0.07667
H -4.15848 -0.72151 -1.44647
H -5.93946 1.20289 -1.40379
H -4.75576 1.23058 -2.70485
H -5.75375 2.92356 0.22132
H -4.25988 3.82421 0.70182
H -4.47764 2.02892 0.92568
C 3.09550 -6.84960 -0.99498
C 2.35633 -5.86251 -1.84658
C 2.98990 -4.41421 -1.74805
C 2.06616 -3.66147 -2.79264
N 2.46352 -2.16491 -2.88414
C 1.58591 -1.49472 -3.96828
C 2.42402 -0.31391 -4.56665
C 3.87131 -0.60414 -4.01680
C 3.92321 -1.99441 -3.41829
C 2.20454 -1.41518 -1.56408
H 4.11639 -7.05406 -1.31761
H 2.59158 -7.81501 -1.04142
H 3.11396 -6.53200 0.04756
H 1.32603 -5.99923 -1.51811
H 2.39539 -6.26728 -2.85788
H 4.06796 -4.44354 -1.90633
H 2.69668 -4.09136 -0.74910
H 1.00699 -3.61099 -2.54028
H 2.29871 -4.17858 -3.72356
H 0.65290 -1.17525 -3.50403
H 1.44987 -2.23312 -4.75845
H 2.10207 0.69431 -4.30599
H 2.34106 -0.31956 -5.65347
H 3.99377 0.16232 -3.25153
H 4.69849 -0.37300 -4.68796
H 4.68291 -2.15745 -2.65385
H 3.95282 -2.65347 -4.28598
H 2.16959 -0.35345 -1.80822
H 2.89416 -1.57790 -0.73580
H 1.24862 -1.76854 -1.17750
Br -3.11954 -3.11205 5.90114
Br -1.44051 2.39731 2.85437

Atomic partial charges in e from the Mulliken method, atoms 1 to 8: C -1.368; C -0.806; C 0.598; C -0.903; N 0.393; C -0.708; C 0.322; C -0.773

---

Run two
DFT (ωB97M-V with the def2-TZVPD basis set) results for a 6-piece molecular cluster, C36H80Br2N4 overall.

As for the total charge: +2. For the HOMO energy, the calculation gives -0.249 hartree. The spin multiplicity is 1.

Atoms and positions in Å:
C 4.19855 1.26889 -0.18910
C 5.62446 1.70463 0.43326
C 6.49203 2.23363 -0.74286
C 7.86745 2.79235 -0.33516
N 8.74357 3.47333 -1.46158
C 10.13099 3.88540 -0.86005
C 11.14068 3.08667 -1.75261
C 10.49922 3.04924 -3.15154
C 9.04615 2.71728 -2.77021
C 8.04375 4.75451 -2.01455
H 4.20890 0.58862 -1.04071
H 3.67756 2.14972 -0.56436
H 3.56960 0.62092 0.42136
H 6.01969 0.83212 0.95345
H 5.46868 2.48633 1.17676
H 5.94086 3.07864 -1.15548
H 6.63418 1.47171 -1.50924
H 8.50605 1.97296 -0.00518
H 7.77417 3.54925 0.44364
H 10.31050 4.95980 -0.89928
H 10.13271 3.61211 0.19514
H 12.08097 3.63744 -1.77720
H 11.33192 2.09907 -1.33287
H 10.67975 3.99934 -3.65433
H 10.94849 2.34699 -3.85374
H 8.25593 2.86310 -3.50667
H 8.98427 1.67355 -2.46214
H 7.81866 5.37723 -1.14873
H 7.11325 4.55189 -2.54488
H 8.81916 5.20648 -2.63305
C 0.99954 -2.92078 9.37667
C 1.79549 -3.91544 8.56799
C 1.32039 -5.32167 8.80291
C -0.02637 -5.73349 8.13699
N -0.36223 -7.28451 8.30971
C -1.89269 -7.57964 8.08885
C -2.31835 -8.77266 8.96702
C -1.09023 -8.96638 9.90282
C -0.23805 -7.72605 9.80798
C 0.54767 -8.12450 7.34963
H 1.23804 -1.86126 9.28367
H 1.05336 -3.14008 10.44302
H -0.06306 -3.01763 9.15399
H 2.83014 -3.89793 8.91045
H 1.72258 -3.60470 7.52576
H 1.33659 -5.67281 9.83468
H 2.05706 -5.90650 8.25211
H 0.11090 -5.65298 7.05868
H -0.85496 -5.08582 8.42348
H -1.93338 -7.87764 7.04117
H -2.56734 -6.76343 8.34718
H -2.47506 -9.62982 8.31219
H -3.29256 -8.55268 9.40363
H -0.61812 -9.90337 9.60743
H -1.39582 -9.37908 10.86426
H 0.79785 -7.82122 10.13350
H -0.57310 -6.89060 10.42269
H 1.52166 -8.00416 7.82393
H 0.55597 -7.48827 6.46461
H 0.23527 -9.16028 7.21669
C -3.52379 3.16403 -7.97062
C -2.07144 2.77715 -8.44416
C -2.03855 2.74655 -9.97139
C -0.68480 2.50627 -10.64962
N -0.77252 2.80352 -12.18085
C 0.64746 2.48319 -12.76076
C 1.19907 3.90033 -13.01287
C 0.06000 4.73317 -13.53851
C -1.08337 4.28782 -12.48875
C -1.83864 1.86567 -12.76290
H -4.26511 2.38855 -8.16342
H -3.87486 4.14724 -8.28390
H -3.49911 3.32476 -6.89282
H -1.94722 1.80803 -7.96097
H -1.27940 3.43511 -8.08655
H -2.21912 3.72573 -10.41489
H -2.83402 2.03366 -10.18848
H -0.28865 1.49875 -10.52282
H 0.03056 3.20889 -10.22219
H 0.57370 1.84776 -13.64331
H 1.15452 1.92810 -11.97154
H 2.03153 3.78625 -13.70719
H 1.56617 4.39464 -12.11342
H -0.23091 4.39510 -14.53308
H 0.13071 5.81371 -13.41394
H -2.12193 4.41659 -12.79357
H -0.99541 4.82695 -11.54551
H -1.64951 0.84049 -12.44459
H -1.89782 1.89693 -13.85085
H -2.82404 2.16357 -12.40468
C -4.17748 4.26550 2.61144
C -4.51453 3.09685 3.65970
C -5.65808 2.17225 3.06278
C -5.94695 0.99245 4.02052
N -6.86604 -0.10611 3.47120
C -8.31962 0.46076 3.31257
C -9.24558 -0.71324 3.35289
C -8.45804 -1.78548 4.10975
C -7.06921 -1.31075 4.46564
C -6.30338 -0.51092 2.08741
H -3.87637 4.03554 1.58941
H -3.37380 4.88487 3.00967
H -5.11364 4.81360 2.50520
H -4.94329 3.54632 4.55538
H -3.57089 2.57147 3.80668
H -5.29886 1.72338 2.13672
H -6.58530 2.65376 2.75206
H -6.46107 1.34280 4.91552
H -5.09360 0.44795 4.42479
H -8.32595 0.96525 2.34636
H -8.41695 1.09933 4.19055
H -9.26033 -1.08269 2.32752
H -10.28341 -0.45214 3.55985
H -8.42471 -2.73374 3.57328
H -8.94194 -2.13449 5.02195
H -6.15599 -1.87035 4.26323
H -7.07276 -0.91435 5.48100
H -6.76213 -1.46928 1.84408
H -5.21765 -0.57914 2.15536
H -6.64674 0.27580 1.41565
Br -5.37354 -0.89974 11.64771
Br -2.17906 -6.32182 1.17046

Atomic partial charges in e from the Mulliken method, atoms 1 to 8: C -1.260; C -0.472; C -0.423; C -0.901; N 0.233; C -0.457; C -0.554; C -0.647

---

Most stable: run one